## P
DFT (ωB97M-V/def2-TZVPD) results for an isolated molecule of C15H14N2O2S.

Frontier orbital gap, eV: 7.745
SMILES string: Oc1cn(Cc2ccccc2)/c(=N/Cc2ccco2)s1
Multiplicity: 1
Total charge: 0
HOMO, eV: -7.43

Last column: Mulliken charge in e.
CARTESIAN COORDINATES (ANGSTROEM)
N1 -1.579 0.014 -0.608  -0.3320
O1 1.343 2.256 -4.202  -0.5004
O2 -5.127 0.536 0.804  -0.3777
S1 -0.936 1.777 -2.605  -0.2072
C1 -5.434 0.150 2.107  -0.4601
C2 0.709 1.569 -3.178  0.3742
C3 -4.369 -0.466 2.699  -0.6216
C4 -3.317 -0.390 1.729  0.1228
C5 1.418 0.632 -2.481  -0.5454
C6 -3.795 0.255 0.632  -0.1815
C7 -0.659 0.523 -1.399  0.3637
C8 4.237 -0.327 1.959  -0.2208
C9 2.928 -0.007 2.263  -0.7670
C10 4.599 -0.934 0.724  -0.6037
C11 1.892 -0.354 1.344  -0.0357
C12 3.567 -1.232 -0.181  -0.2733
C13 2.221 -0.971 0.128  0.4319
N2 0.642 0.014 -1.492  0.3561
C14 -2.970 0.588 -0.559  -0.4816
C15 1.125 -1.248 -0.897  -1.4909
H1 0.694 2.856 -4.608  0.3250
H2 -6.365 0.304 2.549  0.4849
H3 -4.371 -0.865 3.701  0.4017
H4 -2.313 -0.768 1.867  0.4620
H5 2.430 0.375 -2.711  0.3871
H6 5.083 -0.072 2.617  0.3123
H7 2.710 0.564 3.147  0.3926
H8 5.654 -1.107 0.459  0.3467
H9 0.844 -0.188 1.556  0.4498
H10 3.839 -1.676 -1.130  0.3565
H11 -3.485 0.208 -1.474  0.2860
H12 -2.941 1.673 -0.659  0.3150
H13 1.389 -1.879 -1.712  0.5424
H14 0.337 -1.812 -0.389  0.3885


## Q
DFT (ωB97M-V/def2-TZVPD) results for an isolated molecule of C15H14N2O2S.

Frontier orbital gap, eV: 8.361
SMILES string: CN(CC(=O)O)c1ccc2c(c1)-c1cccnc1SC2
Multiplicity: 1
Total charge: 0
HOMO, eV: -7.96

Last column: Mulliken charge in e.
CARTESIAN COORDINATES (ANGSTROEM)
O1 -1.644 2.269 -3.090  -0.5327
N1 -0.509 -3.627 3.273  -0.6193
O2 -1.078 4.492 -3.079  -0.4777
S1 1.449 -3.717 1.357  -0.2003
C1 -1.138 3.211 -2.497  0.5834
C2 -1.567 -3.180 3.901  -0.1994
C3 -0.020 -2.992 2.202  0.5911
C4 -2.195 -2.011 3.467  -0.6001
C5 -1.667 -1.369 2.336  -0.4650
C6 1.603 0.257 -1.514  -0.4210
C7 -0.023 0.203 0.274  -0.5911
C8 1.657 -1.157 -1.413  -0.8900
C9 -0.506 -1.916 1.700  0.2835
C10 0.084 -1.201 0.437  0.8232
C11 0.670 0.893 -0.702  0.4982
C12 0.845 -1.911 -0.549  0.0461
N2 0.682 2.302 -0.751  0.1175
C13 0.963 -3.419 -0.397  -0.7889
C14 1.940 3.032 -1.006  -1.1105
C15 -0.629 3.056 -0.971  -0.6178
H1 -1.322 4.420 -4.049  0.3620
H2 -2.118 -3.763 4.677  0.3129
H3 -3.106 -1.780 3.845  0.4764
H4 -2.286 -0.477 1.933  0.1702
H5 2.192 0.730 -2.364  0.3229
H6 -0.844 0.683 0.806  0.0852
H7 2.340 -1.723 -2.108  0.2620
H8 1.422 -4.057 -1.228  0.4439
H9 0.003 -3.776 -0.427  0.4158
H10 2.069 3.396 -2.008  0.3477
H11 2.825 2.449 -0.653  0.3721
H12 1.804 3.912 -0.403  0.3743
H13 -0.415 4.106 -0.609  0.3015
H14 -1.482 2.665 -0.388  0.3238


Relative energies, in eV, with the most stable structure set to zero: P 0.244; Q 0.000.


## P
DFT (ωB97M-V/def2-TZVPD) results for a cluster of 2 separate species, C4H14NS in total.

Frontier orbital gap, eV: 8.620
Multiplicity: 1
Total charge: +1
HOMO, eV: -12.25

Last column: Mulliken charge in e.
CARTESIAN COORDINATES (ANGSTROEM)
S1 -0.726 -2.637 -0.125  -0.2640
C1 0.897 -1.716 -2.214  -0.8690
C2 -0.469 -2.308 -1.896  -0.4358
H1 0.284 -3.523 0.009  0.1412
H2 1.049 -0.779 -1.653  0.1812
H3 0.976 -1.498 -3.292  0.3120
H4 1.696 -2.424 -1.938  0.3161
H5 -1.275 -1.596 -2.159  0.3026
H6 -0.645 -3.241 -2.466  0.3446
C3 -0.667 2.452 0.472  -1.0533
C4 -0.487 2.008 1.920  -0.3528
N1 0.587 0.973 2.012  -0.2653
H7 0.263 2.892 0.073  0.3625
H8 -1.463 3.214 0.430  0.3275
H9 -0.958 1.604 -0.170  0.3225
H10 -0.198 2.854 2.573  0.3324
H11 -1.416 1.568 2.330  0.3190
H12 1.490 1.355 1.665  0.3805
H13 0.721 0.660 2.995  0.3867
H14 0.341 0.143 1.436  0.2115


## Q
DFT (ωB97M-V/def2-TZVPD) results for a cluster of 2 separate species, C4H14NS in total.

Frontier orbital gap, eV: 8.644
Multiplicity: 1
Total charge: +1
HOMO, eV: -12.26

Last column: Mulliken charge in e.
CARTESIAN COORDINATES (ANGSTROEM)
C1 0.211 -2.581 0.281  -0.7076
N1 0.439 -1.920 -1.127  -0.2119
H1 -0.851 -2.587 0.524  0.3362
H2 0.664 -3.567 0.263  0.3662
H3 0.783 -1.915 1.025  0.3006
H4 0.216 -0.926 -1.066  0.1327
H5 -0.132 -2.391 -1.824  0.3929
H6 1.422 -2.012 -1.420  0.3922
C2 -1.026 0.666 1.503  -1.3593
C3 -0.304 0.850 0.173  -0.2025
C4 -0.036 2.288 -0.265  -0.7365
S1 1.073 2.329 -1.773  -0.3037
H7 -1.127 -0.406 1.811  0.2476
H8 -2.059 1.071 1.496  0.3632
H9 -0.446 1.211 2.227  0.3950
H10 0.695 0.302 0.315  0.2899
H11 -0.871 0.330 -0.609  0.3166
H12 0.515 2.880 0.559  0.3866
H13 -0.917 2.855 -0.514  0.4342
H14 1.751 3.523 -1.580  0.1676


Relative energies, in eV, with the most stable structure set to zero: P 0.000; Q 0.708.


## P
DFT (ωB97M-V/def2-TZVPD) results for a cluster of 2 separate species, Cl2H2NO2P in total.

Frontier orbital gap, eV: 7.092
Multiplicity: 1
Total charge: 0
HOMO, eV: -8.23

Last column: Mulliken charge in e.
CARTESIAN COORDINATES (ANGSTROEM)
N1 0.382 -0.676 1.024  -0.3606
O1 -1.204 1.753 -0.333  -0.5331
O2 0.556 -0.817 -1.341  -0.2060
P1 -0.632 -0.866 -0.232  0.5322
Cl1 -0.540 2.247 1.068  -0.0908
Cl2 0.152 -0.910 -2.990  0.0744
H1 1.283 -0.242 0.865  0.2961
H2 0.003 -0.489 1.941  0.2879


## Q
DFT (ωB97M-V/def2-TZVPD) results for a cluster of 2 separate species, Cl2H2NO2P in total.

Frontier orbital gap, eV: 8.097
Multiplicity: 1
Total charge: 0
HOMO, eV: -9.68

Last column: Mulliken charge in e.
CARTESIAN COORDINATES (ANGSTROEM)
N1 -1.135 0.577 0.355  0.2440
O1 -0.154 -0.972 0.014  -0.3629
O2 -1.810 0.406 1.333  -0.3648
P1 1.367 -0.931 0.296  0.4380
Cl1 1.925 -2.051 -1.387  -0.2256
Cl2 1.756 1.065 -0.412  -0.3288
H1 -1.620 0.682 -0.594  0.3205
H2 -0.328 1.223 0.396  0.2796


Relative energies, in eV, with the most stable structure set to zero: P 2.398; Q 0.000.


## P
DFT (ωB97M-V/def2-TZVPD) results for a cluster of 10 separate species, BF4H18O9 in total.

Frontier orbital gap, eV: 10.798
Multiplicity: 1
Total charge: -1
HOMO, eV: -8.18

Last column: Mulliken charge in e.
CARTESIAN COORDINATES (ANGSTROEM)
B1 -0.670 -0.013 0.056  0.5568
F1 -0.164 0.319 1.329  -0.4442
F2 -1.871 0.574 -0.016  -0.3467
F3 0.179 0.614 -0.762  -0.3763
F4 -0.612 -1.379 -0.190  -0.3851
O1 -1.568 -6.532 1.027  -0.6365
H1 -1.177 -7.288 1.464  0.3108
H2 -0.839 -6.121 0.561  0.3260
O2 -2.372 -1.887 4.275  -0.6468
H3 -1.861 -2.262 3.557  0.3268
H4 -1.804 -1.213 4.647  0.3199
O3 0.854 4.925 -1.471  -0.6509
H5 0.016 5.209 -1.104  0.3111
H6 0.745 3.986 -1.621  0.3418
O4 -3.271 -0.006 -4.129  -0.6293
H7 -2.627 -0.554 -3.680  0.3251
H8 -3.271 -0.326 -5.031  0.3053
O5 4.366 2.409 -3.870  -0.6444
H9 5.150 2.653 -3.380  0.3108
H10 4.004 1.665 -3.389  0.3333
O6 -4.868 3.423 0.794  -0.6465
H11 -4.313 2.797 0.329  0.3416
H12 -5.040 4.113 0.154  0.3066
O7 3.131 -3.667 -1.642  -0.6471
H13 2.792 -2.813 -1.372  0.3497
H14 3.705 -3.935 -0.924  0.3016
O8 3.734 -0.110 -0.149  -0.6661
H15 2.850 0.256 -0.134  0.3543
H16 3.929 -0.303 0.768  0.2998
O9 0.579 1.670 4.851  -0.6680
H17 -0.105 2.278 5.131  0.3078
H18 0.401 1.519 3.922  0.3587


## Q
DFT (ωB97M-V/def2-TZVPD) results for a cluster of 10 separate species, BF4H18O9 in total.

Frontier orbital gap, eV: 9.828
Multiplicity: 1
Total charge: -1
HOMO, eV: -7.13

Last column: Mulliken charge in e.
CARTESIAN COORDINATES (ANGSTROEM)
B1 0.093 -0.113 0.956  0.9484
F1 -0.019 -1.463 1.038  -0.5294
F2 0.596 0.394 2.124  -0.3047
F3 0.916 0.222 -0.189  -0.5665
F4 -1.200 0.395 0.723  -0.5958
O1 -0.484 -0.075 -2.840  -0.6136
H1 0.098 -0.096 -2.100  0.2876
H2 -0.977 -0.877 -2.880  0.3064
O2 1.926 1.814 -2.268  -0.6492
H3 1.159 2.327 -2.542  0.2908
H4 1.722 1.573 -1.395  0.3594
O3 0.062 2.905 2.479  -0.7242
H5 0.391 2.002 2.606  0.4317
H6 -0.243 3.006 1.541  0.3993
O4 -0.440 3.088 -0.243  -0.6994
H7 -0.915 2.298 -0.180  0.2663
H8 -0.643 3.616 -1.011  0.2887
O5 0.605 -3.405 -0.967  -0.6677
H9 1.009 -2.795 -1.550  0.3256
H10 0.174 -2.783 -0.371  0.3805
O6 -2.798 -1.829 0.478  -0.6957
H11 -2.257 -1.133 0.831  0.4372
H12 -3.241 -2.491 1.028  0.2700
O7 2.753 -2.099 1.852  -0.6997
H13 3.078 -2.462 1.004  0.3439
H14 1.851 -1.987 1.699  0.3289
O8 3.242 0.565 1.018  -0.6753
H15 2.340 0.416 0.704  0.2944
H16 3.300 -0.215 1.545  0.4435
O9 -3.963 0.141 -1.109  -0.6332
H17 -4.545 -0.502 -1.515  0.2715
H18 -3.589 -0.437 -0.465  0.3805


Relative energies, in eV, with the most stable structure set to zero: P 0.999; Q 0.000.